No. 1
49
Properties=species:S:1:pos:R:3:forces:R:3 method="wB97M-V/def2-TZVPD" fmax_ha_per_bohr=0.1170 lumo_ev=-1.99 homo_ev=-7.26 total_charge=0 orbital_gap_ev=5.3
Cd -0.7724 -0.4649 -2.1326 -1.85 -0.81 0.92
Zn -1.4082 0.6104 1.7546 -0.95 -0.19 1.64
C -2.9875 -1.0912 1.9331 3.34 -0.33 -2.39
O -1.6206 -1.2838 2.1022 -2.04 -0.48 0.32
O -3.3647 0.1066 2.1325 -1.15 0.89 0.91
O -3.5860 -1.9092 1.2017 -0.88 -0.67 0.39
C 0.2745 0.3200 0.1073 -4.09 -0.94 4.31
O -1.0381 0.5986 -0.2036 2.89 1.44 -0.72
O 0.8085 -0.5257 -0.6189 2.01 0.42 -1.94
O 0.6156 0.5311 1.3470 0.11 0.35 -2.75
O 2.9827 -2.1948 -2.0856 1.14 0.49 -1.28
H 2.8463 -3.1088 -2.3235 -0.20 -0.30 0.54
H 2.3218 -1.8185 -1.5129 -0.37 -0.41 0.58
O -2.2242 2.5597 1.5250 -0.96 1.43 -0.12
H -3.0859 2.7873 1.9484 0.79 -0.62 -0.36
H -2.3470 2.7471 0.5810 0.01 -0.24 0.31
O 1.1226 -0.0561 -3.4289 -0.21 0.15 1.37
H 1.0286 -0.1183 -4.3565 0.13 0.30 -1.77
H 1.2333 0.8659 -3.1649 0.43 -0.04 -0.25
O -1.7633 -2.0203 -0.7252 1.27 1.66 -0.09
H -2.0617 -2.8589 -0.9359 -0.73 -2.77 -1.02
H -2.2883 -1.8728 0.0879 -0.45 0.37 1.04
O 1.5653 -2.7540 0.5296 0.41 -1.11 -0.37
H 1.1626 -1.9204 0.3219 -0.27 0.95 0.35
H 0.8945 -3.3427 0.1815 -0.27 -0.57 0.43
O 3.3510 -0.1546 -0.0616 0.84 0.01 -0.08
H 3.7101 -1.0580 -0.1132 -0.26 0.45 0.03
H 2.4181 -0.2030 -0.2973 0.25 -0.34 -0.05
O -1.2410 1.7043 -3.0306 1.10 0.87 -1.98
H -0.7783 2.1954 -3.7769 -1.00 -0.87 1.37
H -1.6474 2.3859 -2.4919 -0.14 0.03 0.38
O -0.8928 1.0315 3.6867 -0.04 0.04 0.45
H 0.0727 0.9192 3.7474 -0.52 0.70 0.28
H -1.2265 1.8746 4.0309 0.93 -0.23 0.05
O 3.4031 -0.8665 2.6083 -0.16 0.27 -0.95
H 2.8293 -0.6770 3.3364 -0.40 0.00 0.81
H 2.9373 -0.4366 1.8553 0.80 -0.33 0.44
O 0.2193 -2.4920 -2.5506 -0.84 -0.29 -1.20
H 0.7995 -2.1515 -3.2262 0.60 -0.01 -0.49
H 0.8345 -2.9814 -2.0187 0.15 -0.39 1.02
O 0.3333 3.8109 2.4645 -2.22 0.94 0.52
H 0.9039 3.3919 1.8450 1.31 -0.84 -0.64
H -0.5609 3.7771 2.0573 0.89 -0.03 0.48
O -3.2326 -0.0799 -1.8557 0.90 0.98 -1.42
H -3.9658 -0.4560 -1.3806 -0.49 -0.52 0.50
H -3.5135 0.2020 -2.7365 -0.55 -0.10 0.40
O 2.4576 2.2527 1.5259 -0.66 -0.24 1.80
H 1.7727 1.5497 1.3792 0.81 0.53 -0.09
H 2.7079 2.6752 0.7375 0.57 0.40 -1.67

No. 2
42
Properties=species:S:1:pos:R:3:forces:R:3 method="wB97M-V/def2-TZVPD" fmax_ha_per_bohr=0.0538 lumo_ev=-0.14 homo_ev=-8.14 smiles=CSC.O.O.O.O.O.O.O.O.O.O.O total_charge=0 orbital_gap_ev=8.0
C -2.8514 -0.7084 2.8111 0.58 -1.06 -2.49
S -3.6640 -2.0259 1.7829 -0.01 -0.15 0.56
C -3.0547 -1.6492 0.1239 -0.64 0.89 -0.15
H -2.0640 -0.4396 2.1029 0.16 0.48 0.42
H -2.3553 -1.1528 3.6598 -0.44 0.14 0.51
H -3.5021 0.1344 2.9021 -0.24 0.36 0.70
H -3.4353 -2.4017 -0.5657 0.46 -0.41 0.22
H -3.5123 -0.7353 -0.2611 0.03 0.22 0.26
H -1.9772 -1.4935 0.0930 0.07 -0.50 0.01
O 1.8884 -2.5632 1.9756 -1.59 -0.14 -0.37
H 2.3190 -1.7867 2.3177 1.08 -0.30 0.20
H 2.3482 -3.3959 2.0602 0.68 0.30 0.39
O -1.7241 1.3907 -0.7070 0.01 -0.56 -0.98
H -1.5409 2.2720 -0.3805 -0.05 0.19 0.54
H -0.9520 0.8532 -0.5111 0.02 0.13 0.46
O 0.7686 -1.8425 -0.4136 -0.13 0.30 -0.10
H 1.2086 -1.0175 -0.1508 0.05 -0.13 -0.09
H 0.7797 -2.3434 0.4182 0.09 -0.05 -0.21
O -1.6979 2.4267 1.8430 -0.02 0.02 -0.06
H -0.8370 2.0427 2.0551 -0.05 -0.04 0.16
H -1.6684 3.3473 2.1088 0.15 0.12 0.14
O 4.1683 -1.0174 0.0432 0.13 -0.11 0.55
H 3.9964 -0.2008 -0.4296 -0.01 0.01 -0.19
H 3.7529 -1.6650 -0.5329 0.01 -0.06 -0.05
O 0.3069 3.9587 -1.0364 0.32 0.30 0.24
H 1.0493 4.3136 -1.5317 0.05 0.43 -0.03
H 0.2981 3.0642 -1.3583 -0.43 -0.72 -0.41
O 0.3141 1.3892 -3.4895 -0.23 0.05 0.35
H -0.2910 1.4733 -4.2352 0.20 0.19 -0.10
H -0.2255 0.8331 -2.8948 0.22 -0.22 -0.27
O 0.4639 0.2411 2.4427 0.64 -0.49 0.09
H 0.5322 -0.6451 2.8210 -0.56 0.07 0.24
H 1.2682 0.2613 1.9039 -0.35 0.50 -0.24
O 1.6359 0.8396 0.0010 0.06 1.00 -0.58
H 1.2085 1.0944 -0.8305 -0.17 -0.47 -0.05
H 2.3125 1.5311 0.0075 0.22 -0.23 0.46
O -1.0154 -0.8957 -2.5234 -0.07 0.22 0.53
H -0.4795 -1.3917 -1.8871 0.28 -0.37 0.00
H -1.6749 -0.5147 -1.9268 -0.34 0.08 -0.35
O 2.8973 -0.4808 -2.3093 -0.21 -0.01 -0.30
H 2.0641 -0.9697 -2.2946 0.03 -0.04 0.05
H 2.9418 -0.1302 -3.2036 -0.02 0.08 -0.09

No. 3
15
Properties=species:S:1:pos:R:3:forces:R:3 method="wB97M-V/def2-TZVPD" fmax_ha_per_bohr=0.0913 lumo_ev="-6.21 / -10.10" homo_ev="-13.67 / -13.66" total_charge=+1 orbital_gap_ev="7.5 / 3.6" spin_multiplicity=5 s_squared=6.016
Ag 7.1665 33.1193 6.9837 -1.44 1.51 1.39
V 5.2283 35.0893 8.7062 2.02 -2.22 -3.61
F 7.5228 34.6792 8.5779 -1.67 -0.74 -0.52
F 5.6118 34.9741 6.4390 0.00 -0.25 2.77
F 5.2008 32.8301 8.2241 1.26 1.70 -0.01
C 11.0608 34.1708 8.8067 0.04 1.29 0.10
Cl 12.3041 34.7781 9.9432 -0.47 -0.17 -0.72
Cl 10.9371 32.4585 8.8966 0.06 -1.08 -0.28
Cl 11.3205 34.7797 7.1066 -0.17 -0.44 1.09
H 10.0888 34.5307 9.1439 0.36 0.39 -0.19
C 8.5571 36.8194 11.1931 -0.87 0.35 0.39
Cl 9.4703 37.2478 9.7980 0.62 0.07 -0.91
Cl 8.2811 38.2316 12.1895 -0.24 0.55 0.26
Cl 9.2964 35.5944 12.1664 0.29 -0.78 0.08
H 7.5761 36.4908 10.8500 0.20 -0.19 0.14

No. 4
8
Properties=species:S:1:pos:R:3:forces:R:3 method="wB97M-V/def2-TZVPD" fmax_ha_per_bohr=0.0545 lumo_ev=-1.01 homo_ev=-8.88 total_charge=0 orbital_gap_ev=7.9
C 1.6034 -0.3988 0.0517 2.49 0.88 -0.94
C -2.4382 0.6400 0.6900 -0.02 -0.33 1.35
Cl 0.6504 -1.3627 1.2324 0.98 0.83 -0.58
Cl 0.6398 0.0425 -1.3458 -0.56 0.03 -0.52
Br -1.8941 2.1312 -0.2099 -0.02 0.52 -0.68
Br -3.1424 -0.7227 -0.3311 -0.09 -0.08 -0.60
H 2.0940 0.6077 0.3545 -1.34 -1.87 0.58
H 2.4871 -0.9370 -0.4419 -1.45 0.02 1.38

No. 5
8
Properties=species:S:1:pos:R:3:forces:R:3 method="wB97M-V/def2-TZVPD" fmax_ha_per_bohr=0.1074 lumo_ev="-4.50 / -4.50" homo_ev="-8.90 / -8.91" total_charge=0 orbital_gap_ev="4.4 / 4.4"
C 0.2148 -0.1448 -0.6056 1.15 1.45 -5.20
C -0.2022 0.0205 0.6351 -1.68 -1.03 2.55
Br 2.9239 1.2128 0.1995 -1.16 -0.62 -0.17
Br -0.3100 -1.2457 1.9315 0.13 -0.80 0.60
I 0.3832 -1.9838 -1.5305 0.29 0.61 0.17
I -2.8414 0.3703 -0.3925 1.11 -0.18 0.19
H 0.2274 0.8242 -1.2440 0.19 -2.09 0.98
H -0.3956 0.9465 1.0065 -0.04 2.66 0.87

No. 6
10
Properties=species:S:1:pos:R:3:forces:R:3 method="wB97M-V/def2-TZVPD" fmax_ha_per_bohr=0.1297 lumo_ev="-2.92 / -2.91" homo_ev="-10.01 / -10.01" total_charge=0 orbital_gap_ev="7.1 / 7.1"
C -0.5932 -1.6006 -0.0313 -1.15 -1.54 -0.43
C -0.0165 -0.5898 0.5942 3.62 3.16 4.63
N -0.8164 -1.1093 -1.2544 -1.16 -0.41 -1.37
N -0.4432 0.1235 -1.3849 0.91 -0.54 0.51
N 0.1751 0.4516 -0.2309 -2.05 -0.79 -0.55
N 0.7689 1.6804 -0.2180 2.07 -1.20 -1.59
Br -1.2729 -3.2784 0.4867 0.49 0.66 -0.05
Br 1.1271 0.0478 2.9216 -1.58 -0.99 -3.01
H 0.3555 2.3637 0.3278 -1.44 1.18 1.50
H 0.7156 1.9111 -1.2109 0.30 0.46 0.36

No. 7
14
Properties=species:S:1:pos:R:3:forces:R:3 method="wB97M-V/def2-TZVPD" fmax_ha_per_bohr=0.0088 lumo_ev=-5.33 homo_ev=-14.78 total_charge=+1 orbital_gap_ev=9.5
Sn -0.7956 0.0399 1.3086 -0.02 -0.02 0.00
Br 2.2846 0.1597 0.8968 0.01 0.00 0.00
C 1.9983 1.5195 -0.4544 0.00 -0.02 0.00
Br 0.4838 2.6389 -0.0355 -0.01 0.02 0.00
H 1.7999 1.0170 -1.3917 0.01 0.00 0.00
H 2.8825 2.1428 -0.4827 0.00 0.00 0.00
O -2.8292 -1.6452 -1.5497 0.20 0.06 0.00
C -2.9861 -1.0687 -0.4192 -0.43 -0.13 0.02
N -3.1351 -0.5264 0.5924 0.25 0.06 -0.02
O -0.4580 -0.4111 -0.9351 0.02 -0.01 -0.01
S -0.3170 -1.8823 -0.7894 0.03 0.04 0.00
O -1.6524 -2.5151 -1.5424 -0.03 -0.01 -0.01
O -0.5091 -2.1251 0.6577 -0.02 0.00 0.01
O 0.7187 -2.5626 -1.4480 -0.01 0.00 0.00

No. 8
8
Properties=species:S:1:pos:R:3:forces:R:3 method="wB97M-V/def2-TZVPD" fmax_ha_per_bohr=0.0796 lumo_ev="-0.33 / -2.83" homo_ev="-6.34 / -10.00" total_charge=0 orbital_gap_ev="6.0 / 7.2" spin_multiplicity=3 s_squared=2.009
C -0.3845 -0.0569 0.7423 -2.17 -2.86 -1.96
C 0.2727 -0.1381 -0.6419 -0.37 -1.58 0.78
S 0.2025 1.9249 0.7789 -0.01 2.74 -1.26
S 0.1557 1.6885 -1.2356 0.41 -0.61 2.66
Br 0.3602 -1.1797 2.1179 0.09 0.31 -0.33
Br -0.3872 -1.4381 -1.9346 -0.18 0.31 0.19
H -1.5291 -0.3486 0.6690 2.25 1.09 0.25
H 1.3096 -0.4520 -0.4959 -0.01 0.59 -0.32

No. 9
9
Properties=species:S:1:pos:R:3:forces:R:3 method="wB97M-V/def2-TZVPD" fmax_ha_per_bohr=0.0395 lumo_ev=-0.61 homo_ev=-9.20 smiles="Br/C=C/Br.ClSBr" total_charge=0 orbital_gap_ev=8.6
Br 0.0575 2.6346 -0.0377 0.88 1.25 0.42
C -0.4232 1.0049 -0.7448 0.80 0.56 -0.88
C 0.3421 0.3371 -1.5752 0.28 -1.31 -0.68
Br -0.1078 -1.4164 -2.2534 -0.21 0.63 0.33
H -1.4255 0.9375 -0.4714 -1.39 -1.48 0.13
H 1.3275 0.5681 -1.9778 -0.33 0.42 0.62
Cl -1.0921 -0.8352 3.4348 0.22 -0.20 -0.83
S -0.3413 -1.3467 1.5613 -0.78 0.25 0.91
Br 1.6627 -1.8839 2.0642 0.54 -0.14 -0.01

No. 10
9
Properties=species:S:1:pos:R:3:forces:R:3 method="wB97M-V/def2-TZVPD" fmax_ha_per_bohr=0.0795 lumo_ev=-1.30 homo_ev=-8.88 total_charge=0 orbital_gap_ev=7.6
C -0.2139 -0.6728 -0.0372 3.09 -0.61 -2.60
C -0.8104 0.4317 0.6698 -2.72 0.78 0.76
S 1.2716 0.7923 -1.3220 -1.31 -1.96 0.78
Cl 2.7312 -0.5158 -1.7717 0.09 -0.01 0.10
Br 0.9109 -1.9964 0.7657 -0.33 0.79 0.25
Br -1.6177 1.6295 -0.7248 -0.13 -0.50 0.59
Br 0.1737 1.5059 1.8546 0.92 0.16 0.56
H -0.7846 -1.2992 -0.7549 0.03 1.34 0.35
H -1.6609 0.1248 1.3205 0.36 0.00 -0.80

No. 11
8
Properties=species:S:1:pos:R:3:forces:R:3 method="wB97M-V/def2-TZVPD" fmax_ha_per_bohr=0.0850 lumo_ev=-0.01 homo_ev=-8.81 total_charge=0 orbital_gap_ev=8.8
C 0.6032 -0.1493 -0.7333 -2.37 1.02 3.53
C -1.0429 0.2638 0.4856 3.09 -1.76 -1.59
N 1.4837 -0.5780 -0.0215 -0.62 0.22 0.01
Br 0.3364 0.6807 -2.3779 0.25 0.02 -0.66
Br -0.2311 0.5889 2.1877 -0.51 0.33 -0.59
Br -2.0726 -1.3126 0.4810 -0.47 -0.32 0.00
H -1.5494 1.0424 -0.0338 -0.25 0.82 0.16
H 2.4727 -0.5359 0.0121 0.87 -0.32 -0.86

No. 12
10
Properties=species:S:1:pos:R:3:forces:R:3 method="wB97M-V/def2-TZVPD" fmax_ha_per_bohr=0.0967 lumo_ev="-1.46 / -1.46" homo_ev="-8.91 / -8.91" smiles="C=P(Br)(Br)Br.O=C=O" total_charge=0 orbital_gap_ev="7.5 / 7.5"
C -0.0250 0.7475 0.1389 3.73 -3.22 -0.66
P 2.1813 0.7772 -0.0697 -2.29 0.99 1.13
Br 2.5051 -1.2327 -0.6527 0.17 -0.94 -0.45
Br 3.8782 1.8671 -1.1566 -0.50 -0.25 0.33
Br 2.9366 0.7626 2.0456 -0.29 0.21 -0.76
H -0.4178 1.6530 0.3247 -0.97 3.94 1.47
H -0.3481 0.6439 -0.8837 0.14 -0.71 -1.05
O -4.5248 -1.1237 -0.0378 -1.59 1.07 0.06
C -3.5708 -1.7361 0.1105 0.10 -0.12 -0.47
O -2.6149 -2.3588 0.1810 1.50 -0.96 0.41

No. 13
9
Properties=species:S:1:pos:R:3:forces:R:3 method="wB97M-V/def2-TZVPD" fmax_ha_per_bohr=0.0881 lumo_ev=-0.13 homo_ev=-9.92 smiles="O=C(Br)CP(Br)Br" total_charge=0 orbital_gap_ev=9.8
O 1.1501 0.9054 -1.6155 0.66 0.59 -0.68
C 1.3262 0.3985 -0.5832 -2.10 -1.98 2.45
Br 2.9969 0.5152 0.5291 -0.83 -0.06 -0.67
C 0.0514 -0.5183 0.1240 2.68 3.28 1.62
P -1.4616 0.1715 -0.6735 -0.02 -0.29 0.63
Br -2.8452 -1.3272 0.2380 -0.08 0.04 -0.03
Br -1.6733 1.9043 0.7349 -0.04 -0.09 -0.20
H 0.1570 -0.5443 1.2751 -0.51 0.94 -1.70
H 0.2985 -1.5052 -0.0289 0.23 -2.44 -1.42

No. 14
9
Properties=species:S:1:pos:R:3:forces:R:3 method="wB97M-V/def2-TZVPD" fmax_ha_per_bohr=0.0901 lumo_ev=-0.57 homo_ev=-9.62 total_charge=0 orbital_gap_ev=9.0
C 1.3603 0.6082 0.4542 1.44 2.34 -3.74
C -1.6380 0.8259 -0.3166 2.93 2.27 0.21
S 0.2287 1.9206 0.2840 -3.02 -0.45 -1.00
Br 1.6165 -0.5960 -1.1424 -0.08 0.70 0.76
Br 2.9702 1.6315 0.9082 0.01 -0.52 -0.11
Br -1.6927 -0.6535 0.7578 -0.52 -1.18 0.92
Br -3.1071 2.0770 -0.1834 0.85 -0.71 -0.30
H 1.1739 0.0035 1.2103 -0.75 -2.89 3.32
H -1.2462 0.5316 -1.2921 -0.85 0.44 -0.07

No. 15
10
Properties=species:S:1:pos:R:3:forces:R:3 method="wB97M-V/def2-TZVPD" fmax_ha_per_bohr=0.0363 lumo_ev=-0.75 homo_ev=-10.50 total_charge=0 orbital_gap_ev=9.7
C -29.3142 -6.1353 5.7168 0.64 -0.48 0.78
Br -29.1654 -7.4460 7.2986 -0.28 1.36 -1.25
Br -27.6020 -5.1153 5.5400 -1.40 -0.49 0.25
Br -30.9644 -5.0438 5.7376 1.39 -0.81 0.07
H -29.3018 -6.8217 4.8702 -0.35 0.43 0.15
C -27.4662 -13.5874 2.3391 -0.05 0.05 -0.32
Br -25.6627 -13.8872 1.6822 -0.45 0.15 -0.16
Br -28.5720 -15.2376 2.0326 0.71 1.51 0.34
Br -28.2825 -11.8999 1.6356 0.47 -1.34 0.32
H -27.2810 -13.3879 3.3946 -0.68 -0.37 -0.19

No. 16
10
Properties=species:S:1:pos:R:3:forces:R:3 method="wB97M-V/def2-TZVPD" fmax_ha_per_bohr=0.0182 lumo_ev=-0.32 homo_ev=-10.29 total_charge=0 orbital_gap_ev=10.0
C 1.7243 -25.5229 -0.5275 -0.78 0.51 -0.10
Br 1.4192 -26.5021 1.0991 0.20 0.19 -0.13
Br 0.8743 -23.7408 -0.4548 -0.05 -0.67 -0.16
Br 1.1052 -26.5785 -2.0459 0.35 0.51 0.38
H 2.7597 -25.2351 -0.6335 0.18 -0.61 -0.08
C 4.5946 -22.5537 3.1050 0.19 -0.82 -0.42
Br 5.2411 -23.9481 4.3105 -0.30 0.49 -0.23
Br 3.8360 -23.3646 1.4996 0.23 0.22 0.28
Br 6.0146 -21.3371 2.6597 -0.27 0.00 0.12
H 3.7451 -22.0452 3.5356 0.27 0.17 0.34

No. 17
6
Properties=species:S:1:pos:R:3:forces:R:3 method="wB97M-V/def2-TZVPD" fmax_ha_per_bohr=0.0895 lumo_ev=0.79 homo_ev=-9.34 smiles="Cl/C=C/Br" total_charge=0 orbital_gap_ev=10.1
Cl -2.1770 0.0853 0.0536 0.40 -0.43 -0.18
C -0.4641 0.4038 -0.0406 0.87 0.15 0.41
C 0.5142 -0.5481 -0.0617 -2.68 3.74 0.19
Br 2.2470 0.0876 0.0469 0.72 -0.31 -0.08
H -0.3403 1.5188 0.0420 0.45 -1.49 -0.27
H 0.2201 -1.5473 -0.0402 0.24 -1.66 -0.07

No. 18
9
Properties=species:S:1:pos:R:3:forces:R:3 method="wB97M-V/def2-TZVPD" fmax_ha_per_bohr=0.1023 lumo_ev=0.29 homo_ev=-9.82 smiles="O=C(NBr)C(Cl)Cl" total_charge=0 orbital_gap_ev=10.1
O -0.6550 -1.1188 -1.4533 -0.91 -1.81 -2.77
C -0.3288 -0.4687 -0.5518 2.67 2.65 3.68
N -1.1067 0.0660 0.4365 -0.04 0.68 1.39
Br -2.9163 -0.0289 0.3846 -0.63 -0.19 -0.18
C 1.2072 0.0260 -0.2343 -1.96 -0.08 -0.66
Cl 1.5057 -0.3238 1.4497 0.72 0.04 0.63
Cl 1.1069 1.8339 -0.5432 0.77 -1.16 -0.02
H -0.7807 0.5468 1.3167 -0.11 -0.93 -1.92
H 1.9677 -0.5325 -0.8050 -0.51 0.80 -0.15

No. 19
9
Properties=species:S:1:pos:R:3:forces:R:3 method="wB97M-V/def2-TZVPD" fmax_ha_per_bohr=0.0742 lumo_ev=0.20 homo_ev=-10.78 smiles="O=C=NC(Cl)Cl.Br" total_charge=0 orbital_gap_ev=11.0
O 0.9747 -2.9109 1.3404 -0.50 0.57 -0.80
C 0.9942 -1.8536 0.8157 0.19 -3.04 2.29
N 1.2144 -0.7926 0.3989 -0.17 3.38 -1.58
C 1.1267 0.5988 0.0581 2.23 -1.60 0.70
Cl 0.2413 1.5222 1.3138 0.59 -0.20 -0.30
Cl 0.3813 0.8309 -1.4862 -0.24 0.14 -0.77
H 2.2486 0.8249 -0.0483 -1.95 0.76 0.44
Br -3.0937 0.3510 -0.9441 -1.74 1.76 -0.82
H -4.0875 1.4292 -1.4484 1.59 -1.77 0.83

No. 20
8
Properties=species:S:1:pos:R:3:forces:R:3 method="wB97M-V/def2-TZVPD" fmax_ha_per_bohr=0.0463 lumo_ev=0.37 homo_ev=-10.26 smiles="N#CN=C=N.Br" total_charge=0 orbital_gap_ev=10.6
N 0.8287 -2.4635 0.0601 -0.20 -0.04 0.28
C 0.0500 -1.6115 0.1077 0.47 -0.08 -0.71
N -0.7626 -0.6069 0.0704 0.01 0.25 0.28
C -1.5287 0.2676 -0.2277 -1.61 0.91 0.23
N -2.4620 1.0262 -0.3290 1.26 -1.99 0.33
H -2.8071 1.9075 -0.5761 0.07 0.93 -0.40
Br 2.8396 0.8045 -0.0837 0.78 -0.06 0.79
H 3.8421 0.6760 0.9783 -0.78 0.08 -0.81